Formula: C35H25N3O5PReS
Source: OMol25
Level of theory: ωB97M-V with the def2-TZVPD basis set

```
71
Properties=species:S:1:pos:R:3:forces:R:3:lowdin_spin:R:1
H -1.5253 3.9309 2.0348 -0.01 0.01 -0.02 0.000
H -4.3620 0.8481 -3.4388 0.00 0.00 0.00 0.000
C -3.5582 -0.2239 -1.7699 -0.09 0.02 0.04 0.004
C -1.7384 -1.2776 2.9561 0.06 0.01 0.07 -0.003
O 0.1653 -0.3198 -1.4973 -0.18 -0.05 -0.24 0.101
C 4.9830 -3.6336 3.4080 -0.01 -0.02 0.00 0.002
P -2.3986 -1.5769 0.3294 -0.34 0.06 0.02 0.032
H -3.9785 0.6316 1.4920 0.00 0.01 -0.01 0.000
C -1.4314 2.3499 -4.1944 0.06 -0.11 -0.02 0.012
C -4.2782 0.8020 -2.3610 -0.03 -0.06 0.02 0.000
C -2.5473 -5.3731 -1.1079 0.00 0.03 0.01 0.000
C 4.9882 -2.3891 2.7828 0.00 0.05 -0.03 0.000
C -3.9841 -2.0882 2.6185 -0.04 -0.01 0.03 0.000
C 3.9161 -4.5163 3.2643 0.00 0.03 -0.02 0.000
C -3.8890 -5.5408 -1.4176 0.00 -0.01 0.00 0.000
C 2.8247 -2.9446 1.8676 -0.02 -0.07 0.02 0.000
H 3.9466 -5.4739 3.7652 0.00 0.00 0.00 0.000
O 3.3836 0.5398 1.9334 -0.01 0.02 0.01 0.000
C -2.9996 -3.1160 -0.3981 0.12 -0.07 -0.03 -0.003
N 2.0642 -1.1371 0.5561 0.25 0.28 0.07 0.012
C -4.0590 0.6796 0.4127 0.00 0.02 -0.01 0.003
C -2.7657 -1.6641 2.1000 0.00 0.05 -0.03 0.005
C -1.9294 -1.3045 4.3344 -0.05 -0.01 0.06 0.000
C -0.9072 1.8356 1.6982 0.03 -0.06 -0.08 -0.001
C 1.8180 -2.3170 1.0223 -0.42 -0.37 -0.06 0.011
C -4.7877 -4.5004 -1.2209 -0.01 0.03 0.01 0.000
C -3.4527 -0.2901 -0.3798 -0.05 0.00 -0.03 0.012
H -2.0703 3.4736 -2.5095 0.00 -0.01 0.01 0.000
H 5.8279 -3.9178 4.0207 -0.01 -0.01 0.00 0.000
H -1.8475 -6.1826 -1.2667 0.00 0.00 0.00 0.000
H -5.1209 -2.4328 4.3974 0.00 0.00 0.01 0.000
C -0.4092 -0.8626 2.3869 -0.10 0.05 0.03 -0.006
C -4.1728 -2.1057 3.9916 0.00 -0.01 -0.02 0.000
H -1.0538 -4.0324 -0.3549 0.02 -0.01 0.00 0.000
H -3.0830 -0.9769 -2.3885 -0.01 -0.01 -0.01 0.000
C -0.9868 1.7023 -1.9133 -0.01 0.15 0.21 0.010
C -2.0998 -4.1626 -0.5982 -0.08 0.02 -0.01 -0.001
H -5.4540 2.5651 -2.0295 0.00 0.00 -0.01 0.000
H 1.9769 -4.8548 2.3667 0.01 0.00 0.01 0.000
O 0.5956 -2.7663 0.7487 0.54 -0.21 0.17 0.004
C 3.8896 -2.0679 2.0188 0.01 -0.06 0.03 0.002
O 4.4410 -0.5233 -0.0411 0.03 0.01 -0.01 0.002
S 3.5736 -0.5872 1.0865 0.02 0.06 0.01 0.001
C 2.8144 -4.1811 2.4869 0.03 0.00 0.02 0.001
C -1.5354 2.5923 -2.8423 0.05 0.02 0.06 -0.003
H -1.1129 -1.0095 4.9807 0.00 0.00 0.00 0.000
H -1.6062 3.9586 -0.5120 0.00 -0.02 0.01 0.000
C -0.7678 1.2040 -4.6383 -0.06 0.08 0.00 -0.002
N -0.7348 1.1181 0.5213 0.07 -0.25 0.02 0.002
H -5.0483 -2.4732 -0.5813 -0.01 0.01 -0.01 0.000
H -3.3032 -1.7328 5.9192 -0.01 0.00 0.00 0.000
H -5.2578 2.4548 0.4305 0.00 0.00 0.00 0.000
C -1.3129 3.0891 1.4017 -0.01 -0.01 -0.11 0.005
H -4.2368 -6.4836 -1.8186 0.00 0.00 0.00 0.000
H -0.6767 1.0101 -5.6986 0.00 0.00 0.00 0.000
C -1.0358 1.9494 -0.4786 -0.05 0.06 -0.04 0.002
H -4.7804 -2.4088 1.9581 0.00 0.00 0.01 0.000
H 0.2934 -0.5796 -4.0556 -0.01 0.01 -0.02 0.000
C -4.3473 -3.2880 -0.7141 0.02 -0.04 -0.02 -0.001
H -5.8326 -4.6311 -1.4689 0.00 0.00 0.00 0.000
H -1.8599 3.0431 -4.9042 0.00 0.00 -0.01 0.001
C -4.7750 1.7074 -0.1859 0.00 0.01 0.00 0.001
C -3.1483 -1.7117 4.8487 0.04 0.01 -0.03 0.000
N -1.3888 3.1428 0.0340 -0.01 0.15 0.06 0.000
H 5.8167 -1.7039 2.8977 0.00 -0.01 0.01 0.000
O 0.5045 -0.5479 3.1132 -0.08 -0.13 -0.09 0.003
Re -0.1400 -0.9924 0.2420 0.22 0.60 0.01 0.781
H -0.6946 1.4376 2.6699 0.03 -0.06 0.00 0.000
C -0.2259 0.3134 -3.7343 0.04 -0.11 -0.15 0.010
C -4.8852 1.7679 -1.5686 0.00 -0.01 0.00 0.002
C -0.3461 0.5607 -2.3737 -0.01 -0.06 0.10 0.002
```
Positions in Å, forces in eV/Å.

relative energy (zero: lowest compared OMol25 entry of this formula, charge and spin)	0.0	kcal per mole
charge	+1
spin multiplicity	2
max |F|	0.64	eV/A
expectation value of S²	0.76